ORCA calculation (ωB97M-V/def2-TZVPD) on 2 unconnected molecules or ions with the total composition C4H11N2 at a distorted geometry.

Properties
Energy relative to the best compared isomer or geometry (same formula, charge and spin) (eV): 3.507
Net charge: +1
HOMO energy (eV): -12.3858
F_max (eV/A): 4.4

Last column: natural (NBO) charge in e.
Atoms and positions in Å:
1 C 0.5241 -2.4435 -0.3077  -0.716
2 C -0.1119 -1.3498 0.4452  0.178
3 C -1.0445 -0.4403 -0.0318  -0.395
4 C -1.2726 0.7829 0.5518  0.313
5 N -2.4910 1.5104 0.3523  -0.748
6 N 2.4873 2.0294 -0.4390  -1.137
7 H 0.0641 -2.8251 -1.2244  0.260
8 H 0.7293 -3.2926 0.3506  0.274
9 H 0.3735 -0.9834 1.3604  0.220
10 H 2.3902 2.5594 0.4020  0.390
11 H -1.6064 -0.7820 -0.9394  0.252
12 H -0.7683 1.1604 1.4457  0.229
13 H -2.8368 1.2984 -0.5705  0.393
14 H -3.1347 1.2647 1.0921  0.431
15 H 3.2024 2.3249 -1.0728  0.387
16 H 1.5340 -2.0545 -0.6606  0.305
17 H 1.9613 1.2410 -0.7538  0.364

---

ORCA calculation (ωB97M-V/def2-TZVPD) on 2 unconnected molecules or ions with the total composition C4H11N2 at a distorted geometry.

Properties
Energy relative to the best compared isomer or geometry (same formula, charge and spin) (eV): 2.782
Net charge: +1
HOMO energy (eV): -12.5193
F_max (eV/A): 2.6

Last column: natural (NBO) charge in e.
Atoms and positions in Å:
1 C -0.1843 -1.0193 1.9224  -0.606
2 C -1.2286 -0.1658 1.6436  0.042
3 N -2.1077 -0.2955 0.5959  -0.792
4 H -0.1726 -1.9745 1.4599  0.216
5 H 0.6275 -0.6938 2.5508  0.234
6 H -1.4764 0.6345 2.3579  0.223
7 H -1.8734 -0.9791 -0.0971  0.376
8 H -2.3671 0.6274 0.2140  0.394
9 C 0.9813 -0.3005 -1.9861  -0.442
10 C 1.0882 1.5224 -0.4777  0.121
11 N 1.0309 0.2597 -0.6278  -0.420
12 H -0.0105 -0.8435 -2.1726  0.246
13 H 1.7759 -1.0853 -2.0509  0.254
14 H 1.1297 0.4639 -2.7313  0.235
15 H 1.2541 2.1499 -1.3433  0.221
16 H 0.9334 1.9348 0.5269  0.233
17 H 0.5996 -0.2354 0.2153  0.466

---

ORCA calculation (ωB97M-V/def2-TZVPD) on a gas-phase ion, C4H11N2 (charge +1) at a distorted geometry.

Properties
Energy relative to the best compared isomer or geometry (same formula, charge and spin) (eV): 3.384
Net charge: +1
HOMO energy (eV): -12.7950
F_max (eV/A): 6.2

Last column: natural (NBO) charge in e.
Atoms and positions in Å:
1 C 2.3598 0.5475 0.0021  -0.599
2 C 0.8492 1.2578 -0.2827  -0.458
3 C -0.2793 0.2692 0.0519  -0.052
4 C -0.6974 -0.6192 -0.8637  0.060
5 N -1.5703 -1.6250 -0.5819  -0.812
6 N -0.7559 0.3175 1.3866  -0.706
7 H 3.0058 0.7323 -0.8769  0.234
8 H 2.0975 -0.5579 -0.1775  0.198
9 H 2.7846 0.8116 0.8922  0.208
10 H 1.0250 2.2941 0.2549  0.246
11 H 0.8330 1.4007 -1.4625  0.246
12 H -0.2654 -0.7086 -1.9161  0.260
13 H -1.8407 -1.9759 0.2637  0.381
14 H -1.6072 -2.4544 -1.2415  0.424
15 H -1.0978 1.2605 1.8191  0.466
16 H -1.7830 -0.1520 1.2201  0.452
17 H -0.2624 -0.2299 2.1448  0.451

---

ORCA calculation (ωB97M-V/def2-TZVPD) on 2 unconnected molecules or ions with the total composition C4H11N2 at a distorted geometry.

Properties
Energy relative to the best compared isomer or geometry (same formula, charge and spin) (eV): 2.865
Net charge: +1
HOMO energy (eV): -14.3276
F_max (eV/A): 4.1

Last column: natural (NBO) charge in e.
Atoms and positions in Å:
1 C 1.1062 1.3105 0.0155  0.017
2 C -2.1660 0.6223 -0.5526  -0.438
3 C 2.2715 -0.8174 -0.0991  -0.451
4 C -0.6409 -0.9109 0.5307  0.097
5 N -1.5441 -0.0378 0.6911  -0.530
6 N 1.1359 0.0633 0.0601  -0.350
7 H 0.1797 1.7707 0.2362  0.193
8 H 2.0745 1.8478 -0.3180  0.212
9 H -3.1602 0.9328 -0.2331  0.240
10 H -1.5522 1.4270 -0.9940  0.223
11 H -2.3966 -0.1820 -1.3629  0.233
12 H 2.5655 -1.2110 0.8255  0.234
13 H 3.1631 -0.4515 -0.6013  0.227
14 H 1.9335 -1.6707 -0.7691  0.223
15 H -0.3981 -1.5726 1.3755  0.237
16 H -0.6494 -1.3465 -0.4125  0.202
17 H -1.9225 0.2261 1.6081  0.433

---

ORCA calculation (ωB97M-V/def2-TZVPD) on a gas-phase ion, C4H11N2 (charge +1) at a distorted geometry.

Properties
Energy relative to the best compared isomer or geometry (same formula, charge and spin) (eV): 2.611
Net charge: +1
HOMO energy (eV): -12.3112
F_max (eV/A): 3.8

Last column: natural (NBO) charge in e.
Atoms and positions in Å:
1 C -0.8270 -0.5082 1.3900  -0.206
2 C -0.6064 0.6696 0.4305  -0.500
3 C -0.0647 0.4744 -0.9501  0.141
4 C -0.8571 0.2212 -1.9870  -0.439
5 N 1.3855 0.4228 -1.0312  -0.862
6 N 0.6134 -1.0449 1.6176  -0.740
7 H -1.3090 -0.2273 2.4271  0.248
8 H -1.3832 -1.4003 1.0679  0.239
9 H -1.6452 1.2580 0.3176  0.287
10 H 0.0765 1.3962 0.9110  0.223
11 H -0.4406 0.4299 -2.9177  0.217
12 H -1.8017 -0.2259 -1.7858  0.217
13 H 1.8968 0.9556 -0.4032  0.369
14 H 1.8557 0.4417 -2.0309  0.421
15 H 0.7929 -1.9824 2.2124  0.467
16 H 0.9723 -1.1758 0.6423  0.472
17 H 1.1243 -0.2571 2.1538  0.447

---

ORCA calculation (ωB97M-V/def2-TZVPD) on a gas-phase ion, C4H11N2 (charge +1) at a distorted geometry.

Properties
Energy relative to the best compared isomer or geometry (same formula, charge and spin) (eV): 1.395
Net charge: +1
HOMO energy (eV): -15.1005
F_max (eV/A): 2.4

Last column: natural (NBO) charge in e.
Atoms and positions in Å:
1 C -2.4439 -1.1634 0.9088  -0.624
2 C -1.0063 -1.4866 0.5411  -0.403
3 C -0.0600 -0.2690 0.3100  -0.239
4 N 1.7266 1.8411 -0.0220  -0.763
5 C 1.4441 1.0379 -1.0466  0.396
6 N 0.6137 0.0394 -0.9564  -0.471
7 H -2.7043 -0.1153 1.0242  0.217
8 H -2.7520 -1.6522 1.8343  0.236
9 H -3.0273 -1.5649 0.0698  0.229
10 H -0.5447 -1.8535 1.4621  0.235
11 H -0.8576 -2.0783 -0.3729  0.216
12 H -0.6205 0.6659 0.4451  0.198
13 H 0.6749 -0.2155 1.1145  0.216
14 H 2.5492 2.4342 0.1530  0.454
15 H 1.0723 2.0170 0.7210  0.425
16 H 1.8760 1.1873 -2.0230  0.237
17 H 0.5948 -0.6334 -1.7203  0.441

---

ORCA calculation (ωB97M-V/def2-TZVPD) on a gas-phase ion, C4H11N2 (charge +1) at a distorted geometry.

Properties
Energy relative to the best compared isomer or geometry (same formula, charge and spin) (eV): 1.143
Net charge: +1
HOMO energy (eV): -13.4356
F_max (eV/A): 1.6

Last column: natural (NBO) charge in e.
Atoms and positions in Å:
1 C -1.1474 0.9388 -0.5183  -0.219
2 C 0.0337 0.1526 -1.1292  -0.461
3 C 0.9922 -0.4401 -0.1487  0.134
4 C 2.1867 0.0131 0.1005  -0.400
5 N 0.3775 -1.4920 0.6327  -0.866
6 N -1.6193 0.4277 0.8205  -0.708
7 H -0.8789 1.9894 -0.3696  0.226
8 H -1.9411 0.9769 -1.2283  0.236
9 H -0.3441 -0.6184 -1.7603  0.230
10 H 0.5898 0.8485 -1.7190  0.255
11 H 2.8759 -0.4631 0.7633  0.217
12 H 2.5667 0.9189 -0.3393  0.221
13 H 1.0371 -1.8078 1.3346  0.393
14 H 0.2854 -2.3233 0.0800  0.388
15 H -1.2186 1.0083 1.5467  0.437
16 H -2.6237 0.3874 0.9546  0.443
17 H -1.1721 -0.5169 0.9799  0.473

---

ORCA calculation (ωB97M-V/def2-TZVPD) on 2 unconnected molecules or ions with the total composition C4H11N2 at a distorted geometry.

Properties
Energy relative to the best compared isomer or geometry (same formula, charge and spin) (eV): 5.501
Net charge: +1
HOMO energy (eV): -14.1019
F_max (eV/A): 5.3

Last column: natural (NBO) charge in e.
Atoms and positions in Å:
1 C 0.7194 -1.2251 0.9978  -0.311
2 C 0.1035 0.0465 0.5995  0.232
3 C -2.0765 0.4576 0.5292  -0.443
4 C 0.4827 0.0297 -1.8335  -0.412
5 N 0.9014 0.0881 1.6756  -0.615
6 N 0.7700 0.7861 -0.5725  -0.531
7 H 0.1301 -2.0885 1.3078  0.250
8 H 1.7525 -1.4646 0.4982  0.202
9 H -2.0577 1.1802 -0.2381  0.211
10 H -2.2215 0.4757 1.5595  0.224
11 H -2.4708 -0.4744 0.3369  0.206
12 H 1.1316 0.5664 -2.4979  0.229
13 H 0.5644 -1.0270 -1.7391  0.246
14 H -0.5443 0.1833 -2.0821  0.224
15 H 0.5172 0.1253 2.6148  0.406
16 H 0.5530 1.7817 -0.7035  0.448
17 H 1.7450 0.5592 -0.4525  0.435

---

ORCA calculation (ωB97M-V/def2-TZVPD) on 2 unconnected molecules or ions with the total composition C4H11N2 at a distorted geometry.

Properties
Energy relative to the best compared isomer or geometry (same formula, charge and spin) (eV): 6.899
Net charge: +1
HOMO energy (eV): -13.9098
F_max (eV/A): 6.5

Last column: natural (NBO) charge in e.
Atoms and positions in Å:
1 C 2.5628 0.7985 0.3182  -0.635
2 C 1.8246 -0.5872 0.3964  -0.529
3 C 0.3156 -0.4017 0.0427  0.468
4 C -0.1837 -0.6104 -1.1702  -0.110
5 N -1.5391 -0.4263 -1.5551  -0.722
6 N -2.6015 0.7363 1.5737  -1.052
7 H 1.9719 1.6040 0.8043  0.230
8 H 3.5665 0.7244 0.8238  0.254
9 H 2.6161 1.2096 -0.7130  0.230
10 H 1.9629 -1.0547 1.4875  0.280
11 H 2.3806 -1.3164 -0.4198  0.365
12 H 0.4442 -0.9747 -1.9578  0.279
13 H -1.7145 0.3079 -2.2745  0.427
14 H -2.1577 -0.3617 -0.7311  0.420
15 H -1.7100 0.3626 1.2744  0.323
16 H -2.8729 0.3966 2.4912  0.392
17 H -2.6193 1.7377 1.5626  0.381

---

ORCA calculation (ωB97M-V/def2-TZVPD) on a gas-phase ion, C4H11N2 (charge +2).

Properties
Energy relative to the best compared isomer or geometry (same formula, charge and spin) (eV): 1.120
Net charge: +2
<S²>: 0.762
2S+1: 2
HOMO energy (spin up / spin down) (eV): -20.3281 / -20.5881
F_max (eV/A): 0.7

Last column: natural (NBO) charge in e.
Atoms and positions in Å:
1 C 0.1788 -0.1371 -2.1779  -0.609
2 C 1.1448 -0.0650 -0.9794  -0.472
3 C 0.4993 0.1521 0.3542  0.346
4 C -0.5171 -0.7494 0.7617  0.132
5 N -1.5716 -0.3571 1.6915  -0.728
6 N 0.8203 1.2104 1.0654  -0.605
7 H -0.3488 -1.0852 -2.2277  0.231
8 H -0.5848 0.6393 -2.1083  0.223
9 H 0.7430 0.0241 -3.0913  0.281
10 H 1.7071 -1.0081 -0.8891  0.301
11 H 1.8656 0.7372 -1.1263  0.257
12 H -0.5868 -1.7350 0.3177  0.275
13 H -1.3209 -0.4686 2.6874  0.486
14 H -2.4200 -0.9174 1.4919  0.496
15 H -1.8056 0.6377 1.5673  0.475
16 H 0.8575 1.1814 2.0830  0.447
17 H 1.3392 1.9408 0.5801  0.463

---

ORCA calculation (ωB97M-V/def2-TZVPD) on a gas-phase ion, C4H11N2O (charge -1) at a distorted geometry.

Properties
Energy relative to the best compared isomer or geometry (same formula, charge and spin) (eV): 1.247
Net charge: -1
HOMO energy (eV): -2.3379
F_max (eV/A): 1.2

Last column: natural (NBO) charge in e.
Atoms and positions in Å:
1 C -0.3592 0.5998 0.8429  -0.227
2 C 1.0755 0.4953 1.3718  -0.441
3 C 2.1591 0.6713 0.2866  0.008
4 O 3.3966 0.3765 0.6658  -0.942
5 N -0.7592 -0.6305 0.1152  -0.670
6 C -1.1732 -0.4479 -1.2651  -0.057
7 N -2.3023 -1.3067 -1.6565  -0.837
8 H -1.0480 0.8619 1.6432  0.165
9 H -0.3192 1.4364 0.1304  0.165
10 H 1.2365 1.1844 2.2012  0.187
11 H 1.1687 -0.5001 1.8405  0.169
12 H 1.7765 0.1227 -0.6119  0.049
13 H 2.0128 1.7641 -0.0139  0.045
14 H 0.0811 -1.1932 0.1966  0.368
15 H -1.5178 0.5846 -1.3189  0.168
16 H -0.3750 -0.6204 -1.9845  0.169
17 H -3.0351 -1.1329 -0.9723  0.342
18 H -2.0177 -2.2650 -1.4709  0.339

---

ORCA calculation (ωB97M-V/def2-TZVPD) on a gas-phase ion, C4H11N2O (charge -2) at a distorted geometry.

Properties
Energy relative to the best compared isomer or geometry (same formula, charge and spin) (eV): 0.411
Net charge: -2
<S²>: 0.751
2S+1: 2
HOMO energy (spin up / spin down) (eV): 4.0391 / -0.1717
F_max (eV/A): 1.8

Last column: natural (NBO) charge in e.
Atoms and positions in Å:
1 C 0.8589 -0.5206 0.5594  -0.255
2 N 1.3662 0.8398 0.3522  -0.696
3 C 2.0903 1.0006 -0.9679  0.141
4 O 2.9662 0.0692 -1.2729  -0.957
5 C -0.3964 -0.7372 -0.3183  -0.244
6 N -1.4471 0.2791 -0.0968  -0.688
7 C -2.6504 -0.3261 0.5455  -1.195
8 H 0.6009 -0.6986 1.6081  0.159
9 H 1.5685 -1.3117 0.2889  0.181
10 H 2.1249 0.9549 1.0128  0.325
11 H 2.4455 2.0681 -0.8728  0.040
12 H 1.2681 1.1262 -1.7386  0.058
13 H -0.8092 -1.7237 -0.1043  0.170
14 H -0.0916 -0.6729 -1.3615  0.182
15 H -0.9872 0.9870 0.4647  0.353
16 H -3.3819 0.4379 0.8296  0.136
17 H -2.3164 -0.9953 1.3395  0.137
18 H -3.2094 -0.7766 -0.2676  0.155

---

ORCA calculation (ωB97M-V/def2-TZVPD) on 2 unconnected molecules or ions with the total composition C4H11N2O at a distorted geometry.

Properties
Energy relative to the best compared isomer or geometry (same formula, charge and spin) (eV): 5.170
Net charge: +1
HOMO energy (eV): -13.2586
F_max (eV/A): 1.1

Last column: natural (NBO) charge in e.
Atoms and positions in Å:
1 O 0.2242 -0.0606 -1.7839  -0.344
2 C -0.5539 0.5222 -1.0532  0.378
3 C -0.1110 -0.1645 0.1447  0.251
4 C 1.2336 -0.0989 0.7783  -0.518
5 C 1.6382 1.3693 0.9308  -0.205
6 N 0.5696 2.0666 1.6089  -0.863
7 N -2.0937 -2.4597 -1.4124  -1.109
8 H -1.4647 1.0409 -1.3481  0.226
9 H -0.7728 -0.9686 0.4637  0.279
10 H 1.1908 -0.6448 1.7216  0.268
11 H 1.8802 -0.6576 0.1020  0.321
12 H 2.5674 1.5301 1.4811  0.230
13 H 1.8154 1.7255 -0.0932  0.179
14 H 0.6851 3.0393 1.8305  0.410
15 H -0.3088 1.6485 1.8431  0.377
16 H -1.7904 -3.4253 -1.4696  0.380
17 H -3.0939 -2.4242 -1.5449  0.382
18 H -1.6150 -2.0380 -2.1995  0.358

---

ORCA calculation (ωB97M-V/def2-TZVPD) on a gas-phase ion, C4H11N2O (charge +1) at a distorted geometry.

Properties
Energy relative to the best compared isomer or geometry (same formula, charge and spin) (eV): 2.394
Net charge: +1
HOMO energy (eV): -14.0076
F_max (eV/A): 6.4

Last column: natural (NBO) charge in e.
Atoms and positions in Å:
1 N -0.1377 -1.0281 1.8666  -0.670
2 C 0.5632 -0.3079 0.6778  -0.158
3 C 0.7888 1.0301 1.1860  -0.666
4 C -0.5408 -0.3564 -0.4067  0.660
5 N -0.3734 0.4589 -1.5017  -0.601
6 C 0.7640 1.0719 -2.0621  -0.409
7 O -1.4616 -1.1437 -0.1758  -0.606
8 H -0.0276 -2.0531 1.6656  0.474
9 H -1.0324 -0.7315 1.8788  0.439
10 H 0.2857 -0.6282 2.7726  0.449
11 H 1.5902 -0.7000 0.4056  0.268
12 H -0.1462 1.4419 1.6257  0.233
13 H 1.3237 1.7241 0.4021  0.272
14 H 1.7028 0.9927 1.9539  0.241
15 H -1.2933 0.6133 -1.9292  0.426
16 H 0.7493 2.1970 -1.8023  0.214
17 H 1.6844 0.8299 -1.4399  0.197
18 H 0.9837 0.8213 -3.0509  0.237